1.
Computed, not measured: a 3-piece molecular cluster, C4H14NO2 overall, with ωB97M-V/def2-TZVPD.

The geometry in ORCA input format:
```
! RIJCOSX wB97M-V def2-TZVPD def2/J DEFGRID3
* xyz 1 1
C 0.617 -1.057 0.380
C 1.741 -0.020 0.235
C 2.118 0.160 -1.225
C 2.181 1.331 -1.856
N -0.674 -0.511 -0.233
H 0.409 -1.400 1.389
H 0.941 -1.816 -0.321
H 2.600 -0.431 0.777
H 1.378 0.944 0.615
H 2.477 -0.786 -1.633
H 2.501 1.275 -2.886
H 2.041 2.278 -1.359
H -0.537 -0.355 -1.227
H -0.711 0.382 0.276
H -1.575 -1.102 0.078
H -3.592 -1.895 0.642
H -3.612 -0.675 -0.355
O -3.045 -1.255 0.177
H -0.977 1.751 2.313
H -2.514 1.872 2.231
O -1.767 1.312 1.982
*
```

Its HOMO energy is -13.48 eV.

=====

2.
Computed, not measured: a 2-piece molecular cluster, C4H14NO2 overall, with ωB97M-V/def2-TZVPD.

The geometry in ORCA input format:
```
! RIJCOSX wB97M-V def2-TZVPD def2/J DEFGRID3
* xyz 1 1
O -0.101 -2.034 -0.644
C -1.381 -1.314 -0.632
C -1.098 -0.001 0.091
N 0.214 0.561 -0.380
C 0.932 1.468 0.608
C -2.248 0.980 -0.204
H -0.167 -2.660 -1.362
H -2.056 -1.889 0.005
H -1.777 -1.243 -1.641
H -0.946 -0.134 1.157
H 0.820 -0.240 -0.580
H 0.123 1.103 -1.245
H 1.985 1.421 0.372
H 0.642 1.126 1.595
H 0.531 2.470 0.477
H -2.140 1.907 0.361
H -2.300 1.215 -1.264
H -3.132 0.461 0.165
H 3.699 -1.744 1.148
H 4.636 -0.610 1.151
O 3.765 -0.844 0.821
*
```

Its HOMO energy is -14.74 eV.

=====

3.
Computed, not measured: a 3-piece molecular cluster, C4H14NO2 overall, with ωB97M-V/def2-TZVPD.

The geometry in ORCA input format:
```
! RIJCOSX wB97M-V def2-TZVPD def2/J DEFGRID3
* xyz 1 1
C -1.141 -2.714 0.260
C -0.249 -1.671 -0.319
C -0.887 -0.315 -0.330
C -0.121 2.027 -0.043
N -0.048 0.808 0.217
H -0.739 -3.810 0.271
H -2.109 -2.666 -0.306
H -1.312 -2.348 1.261
H -0.074 -1.953 -1.378
H 0.751 -1.775 0.224
H -1.766 -0.374 0.272
H -1.256 -0.253 -1.425
H -0.781 2.376 -0.821
H 0.330 2.861 0.480
H 0.722 0.567 0.943
H 1.180 0.972 3.818
H 2.287 1.809 3.083
O 1.542 1.266 2.931
H 0.583 1.974 -3.591
H 1.987 1.796 -2.658
O 1.100 1.422 -2.888
*
```

Its HOMO energy is -15.06 eV.

=====

Which of them is the most stable? Correct choice: 2.

=====

1.
Computed, not measured: a 2-piece molecular cluster, C4H14NO2 overall, with ωB97M-V/def2-TZVPD.

The geometry in ORCA input format:
```
! RIJCOSX wB97M-V def2-TZVPD def2/J DEFGRID3
* xyz 1 1
C -0.405 -0.174 -1.532
O -0.588 -1.538 -1.953
C 0.632 -0.213 -0.388
C 0.718 1.168 0.250
C 1.849 1.300 1.226
N 0.076 -1.245 0.585
H 0.022 0.446 -2.319
H -1.392 0.133 -1.219
H -0.150 -1.707 -2.788
H 1.561 -0.649 -0.756
H 0.867 1.879 -0.611
H -0.221 1.601 0.498
H 2.859 1.268 0.795
H 1.921 2.141 1.905
H 1.873 0.380 1.845
H 0.792 -1.912 0.881
H -0.455 -1.945 0.040
H -0.438 -0.752 1.321
H -1.712 1.566 1.603
H -2.596 0.536 2.041
O -1.920 0.640 1.358
*
```

Its HOMO energy is -14.85 eV.

=====

2.
Computed, not measured: a 3-piece molecular cluster, C4H14NO2 overall, with ωB97M-V/def2-TZVPD.

The geometry in ORCA input format:
```
! RIJCOSX wB97M-V def2-TZVPD def2/J DEFGRID3
* xyz 1 1
C 0.351 0.008 0.851
C -0.079 0.128 2.354
C 0.003 -1.128 3.229
C 0.669 -2.257 2.853
N -0.597 0.676 -0.111
H 0.406 -1.034 0.547
H 1.319 0.455 0.871
H -1.030 0.658 2.391
H 0.684 0.656 2.965
H -0.819 -1.282 3.837
H 1.369 -2.694 3.630
H 0.460 -2.665 1.897
H -1.619 0.571 0.208
H -0.608 0.033 -0.935
H -0.569 1.616 -0.533
H -0.352 -0.180 -5.561
H 1.087 0.383 -5.155
O 0.140 0.292 -4.880
H -0.265 2.696 -2.745
H -0.241 1.238 -3.249
O -0.310 1.829 -2.463
*
```

Its HOMO energy is -11.45 eV.

=====

3.
Computed, not measured: a 3-piece molecular cluster, C4H14NO2 overall, with ωB97M-V/def2-TZVPD.

The geometry in ORCA input format:
```
! RIJCOSX wB97M-V def2-TZVPD def2/J DEFGRID3
* xyz 1 1
C 1.177 -1.581 0.841
N -0.190 -1.653 0.084
C -1.218 -1.176 1.037
C -0.531 -0.207 1.961
C 1.010 -0.578 1.968
H 1.396 -2.644 1.056
H 1.850 -1.238 0.039
H -0.168 -2.625 -0.213
H -0.144 -0.989 -0.697
H -1.773 -1.999 1.553
H -2.108 -0.812 0.533
H -0.573 0.789 1.516
H -0.851 -0.258 3.002
H 1.293 -0.821 2.978
H 1.566 0.294 1.666
H 1.168 0.988 -1.867
H 0.014 1.726 -1.588
O 0.478 0.966 -1.192
H -0.984 2.753 -4.087
H -0.759 4.090 -3.596
O -0.622 3.168 -3.292
*
```

Its HOMO energy is -14.79 eV.

=====

Which of them is the most stable? Correct choice: 3.

=====

1.
Computed, not measured: an isolated ion of composition C2H6N2O2P and charge -1, with ωB97M-V/def2-TZVPD.

The geometry in ORCA input format:
```
! RIJCOSX wB97M-V def2-TZVPD def2/J DEFGRID3
* xyz -1 1
C -0.307 -0.541 -0.155
C 0.308 -0.375 1.249
N 0.034 0.525 -1.049
N 1.771 -0.460 1.322
O -2.579 0.953 -1.433
O -0.863 2.343 -2.739
P -1.164 1.286 -1.755
H 0.080 -1.490 -0.569
H -1.394 -0.647 -0.041
H 0.013 0.596 1.658
H -0.093 -1.158 1.909
H 2.132 0.292 0.735
H 2.061 -1.324 0.868
*
```

Its HOMO energy is -4.52 eV.

=====

2.
Computed, not measured: an isolated ion of composition C2H6N2O2P and charge -1, with ωB97M-V/def2-TZVPD.

The geometry in ORCA input format:
```
! RIJCOSX wB97M-V def2-TZVPD def2/J DEFGRID3
* xyz -1 1
C 0.229 0.732 0.110
C -0.579 -0.575 -0.181
N 1.474 0.862 -0.629
N 0.253 -1.718 0.039
O 3.055 0.079 1.525
O 3.552 -0.322 -1.087
P 2.648 -0.110 0.086
H -0.445 1.643 0.100
H 0.543 0.584 1.088
H -1.445 -0.568 0.491
H -0.954 -0.478 -1.257
H 1.317 0.373 -1.482
H 0.656 -1.632 1.036
*
```

Its HOMO energy (spin up / spin down) is -3.25 / -3.25 eV.

=====

Which of them is the most stable? Correct choice: 1.